(1)
DFT (ωB97M-V/def2-TZVPD) results for C11H20BCl2HfNO2 as an isolated structure at a distorted geometry.

Geometry as XYZ:
```
38
Properties=species:S:1:pos:R:3:forces:R:3:mulliken_charge:R:1
C 0.91006 2.04441 0.38550 0.489 -1.181 -0.894 0.463
C 0.65626 1.91795 -1.00956 0.843 -0.728 0.769 0.300
C 1.48889 0.88498 -1.51457 0.087 0.323 1.163 0.647
C -0.33481 2.66750 -1.80523 -0.251 0.141 -0.266 -1.223
C 2.25950 0.37420 -0.43532 -1.050 0.919 0.156 0.144
C 1.87787 1.06874 0.74525 -0.409 0.309 -1.309 0.454
C 2.37040 0.81779 2.11251 0.140 -0.030 0.678 -1.356
C 0.30809 3.02694 1.30481 -0.104 0.285 0.411 -1.582
C 1.50902 0.41541 -2.91314 -0.027 0.039 -0.356 -1.489
C 3.30121 -0.66754 -0.53297 0.326 -0.197 0.035 -1.581
Hf -2.05511 -1.14345 -0.37958 3.090 1.436 3.135 1.421
Cl -2.78496 -1.10454 -2.43418 -1.403 -0.017 -3.623 -0.442
Cl -2.57093 0.92489 0.56680 -0.227 0.054 0.094 -0.436
O -0.22315 -1.58831 -0.50183 -0.131 -1.156 -0.004 -0.432
H -0.75942 3.49153 -1.22096 -0.037 -0.028 -0.193 0.381
H -1.16419 2.01297 -2.11867 -0.134 0.221 -0.149 0.091
H 0.12199 3.07352 -2.71943 -0.196 0.138 -0.037 0.312
H 0.49183 0.19077 -3.26721 0.060 -0.078 -0.204 0.183
H 2.11880 -0.49002 -3.01560 -0.071 0.066 -0.141 0.388
H 1.92458 1.18569 -3.58222 -0.020 -0.169 -0.240 0.263
H 3.05984 -1.39610 -1.31716 0.127 -0.164 0.021 0.350
H 3.41813 -1.19764 0.42058 0.067 -0.054 -0.177 0.413
H 4.27838 -0.22946 -0.79252 0.108 -0.245 0.011 0.202
H 2.98075 -0.09103 2.13648 0.026 0.058 0.134 0.345
H 1.54928 0.66623 2.83266 0.128 -0.044 -0.040 0.333
H 2.99942 1.64719 2.47060 0.067 -0.053 0.141 0.196
H -0.68458 3.33164 0.95947 -0.058 0.076 0.154 0.319
H 0.92846 3.93494 1.37180 -0.117 0.090 0.141 0.245
H 0.21639 2.60541 2.31353 -0.095 0.114 -0.085 0.355
H 0.57937 -2.13227 -0.56745 -0.424 0.909 0.154 0.303
O -0.16273 -0.35750 4.19063 -0.865 -0.237 -0.535 -1.103
H -0.95191 -0.48498 3.61068 0.786 0.192 0.604 0.087
B -4.95725 -4.61236 0.84130 -0.852 -1.051 0.260 -0.059
C -3.94234 -3.50620 0.72780 2.027 2.529 -0.843 0.451
N -3.16889 -2.63068 0.53598 -2.119 -2.648 0.960 -0.635
H -4.32127 -5.64383 0.96152 -0.090 0.091 -0.012 -0.105
H -5.62711 -4.61343 -0.18328 0.229 0.103 0.187 -0.101
H -5.63983 -4.39336 1.82300 0.080 -0.019 -0.102 -0.101
```
Forces are in eV/Å.

Output
- Frontier orbital gap: 0.144 hartree
- Energy above the lowest of the compared OMol25 structures with the same formula, charge and spin: 71.0 kcal/mol
- LUMO: 0.1554 Ha
- Net charge: -2
- E_HOMO: 0.30 eV

***

(2)
DFT (ωB97M-V/def2-TZVPD) results for C21H22BrN4O4SW as an isolated structure at a distorted geometry.

Geometry as XYZ:
```
54
Properties=species:S:1:pos:R:3:forces:R:3:mulliken_charge:R:1
W -0.75865 0.49329 1.19067 -2.297 1.319 2.259 1.785
N -4.79845 -1.14201 1.56397 -0.616 -0.413 -0.077 -0.441
C -3.69265 -0.38571 1.50857 0.951 0.983 -0.054 0.669
S -2.37745 -0.73081 2.66637 0.339 0.625 -0.995 -0.456
N -3.55155 0.54439 0.61037 -1.938 -0.667 0.028 -1.179
N -2.51175 1.38479 0.84807 0.644 -0.240 -0.314 0.498
C -1.74865 1.89079 -0.17953 -0.767 -0.035 0.476 -0.344
C -1.09645 3.17569 0.18137 0.287 0.830 0.714 0.614
C -1.17665 4.34159 -0.57313 -0.090 -0.486 0.331 -0.856
C -0.69095 5.53529 -0.06363 0.112 0.184 0.123 -0.576
C -0.11295 5.58139 1.19917 -0.132 -0.052 -0.265 -0.517
C 0.01565 4.42759 1.95447 -0.155 -0.765 0.107 -0.630
C -0.45645 3.21779 1.45327 -0.443 1.871 -1.428 0.479
O -0.31025 2.05269 2.10967 0.518 -0.057 0.212 -0.671
H -4.93135 -1.74361 2.36057 -0.024 0.032 -0.189 0.209
H -5.61135 -0.81151 1.06517 0.021 -0.018 0.199 0.263
H -2.13375 1.76899 -1.20303 0.582 -0.384 0.276 0.598
H -1.64885 4.31199 -1.54453 -0.060 0.020 -0.083 0.421
H -0.78935 6.43709 -0.64933 0.064 0.067 -0.019 0.410
H 0.24445 6.51659 1.60197 0.030 0.083 -0.009 0.410
H 0.46665 4.43289 2.93467 0.096 0.073 0.095 0.481
Br 7.65875 0.59619 1.85967 -0.310 -0.022 -0.041 -0.126
C 5.78975 0.45529 1.61427 -0.007 0.034 0.035 0.127
C 5.25085 0.63509 0.34257 0.320 -0.025 0.104 -0.649
C 3.88965 0.55449 0.16907 -0.579 -0.131 0.272 -0.286
C 3.05355 0.24829 1.25787 1.026 0.079 0.227 0.216
C 3.61785 0.05449 2.53197 -0.523 0.069 -0.489 -0.491
C 4.97385 0.18439 2.70997 0.377 0.015 -0.018 -0.576
C 1.62925 0.19999 1.11047 -0.738 -0.196 -0.342 1.039
O 0.98335 0.71489 0.11557 1.326 -0.442 0.238 -0.640
O 0.83625 -0.34471 2.00087 2.238 -0.592 0.440 -0.809
H 5.90565 0.83859 -0.49193 -0.015 0.033 -0.026 0.439
H 3.45415 0.70579 -0.80553 -0.054 0.060 -0.124 0.508
H 2.96165 -0.15721 3.36247 0.018 -0.035 0.108 0.480
H 5.41015 0.08619 3.69057 0.047 -0.070 0.089 0.448
O -1.11245 -0.95191 0.04337 -0.134 -2.963 -2.656 -0.526
C -1.31115 -1.95341 -0.74623 0.314 -0.436 0.951 0.278
C -2.06385 -1.77571 -2.02633 -0.049 0.246 -0.003 -0.725
C -1.21055 -2.06081 -3.28663 0.350 -0.044 0.070 -0.680
C 0.05755 -2.87281 -3.02203 -0.145 -0.201 -0.224 -0.638
C -0.19975 -4.28991 -2.50923 0.147 0.178 0.119 -0.520
C -1.04915 -4.33061 -1.22423 -0.097 -0.559 -0.624 -0.743
N -0.86195 -3.16541 -0.39053 -0.370 1.992 0.088 0.000
H -2.44315 -0.75031 -2.04923 -0.041 -0.249 0.139 0.228
H -2.92145 -2.45271 -2.00743 -0.023 0.068 0.145 0.507
H -0.90875 -1.11181 -3.72983 -0.099 0.006 0.005 0.335
H -1.82765 -2.58171 -4.01793 -0.043 0.052 -0.024 0.321
H 0.70025 -2.33381 -2.32173 0.078 0.020 -0.040 0.184
H 0.61205 -2.95191 -3.95823 0.060 0.057 0.061 0.427
H 0.76155 -4.77491 -2.33683 -0.010 -0.034 0.027 0.325
H -0.71685 -4.86851 -3.27513 -0.007 -0.052 0.013 0.345
H -0.79645 -5.21091 -0.63203 -0.143 0.125 -0.008 0.451
H -2.10815 -4.39381 -1.49133 0.095 -0.055 0.165 0.245
H -0.34415 -3.23981 0.47857 -0.129 0.099 -0.066 0.339
```
Forces are in eV/Å.

Output
- Frontier orbital gap: 0.229 hartree
- Energy above the lowest of the compared OMol25 structures with the same formula, charge and spin: 41.1 kcal/mol
- LUMO: -0.1446 Ha
- Net charge: +1
- E_HOMO: -10.18 eV

***

(3)
DFT (ωB97M-V/def2-TZVPD) results for a 9-piece molecular cluster, C32H87N5O9 overall at a distorted geometry.

Geometry as XYZ:
```
133
Properties=species:S:1:pos:R:3:forces:R:3:mulliken_charge:R:1
C -3.90745 -2.06402 3.90030 0.694 0.015 0.561 -1.199
C -3.20897 -2.91864 2.84985 1.306 -0.607 0.819 1.472
C -3.57535 -4.44105 2.99192 -1.063 -0.261 -1.322 -0.890
O -3.33788 -5.04213 4.21679 0.253 0.381 0.917 -0.366
C -1.97143 -5.25789 4.43032 -0.019 -1.274 -0.231 -0.675
N -3.54702 -2.52436 1.52133 1.607 -0.616 -1.584 -0.360
H -3.34764 -1.10352 3.96377 -0.853 -0.305 -0.116 0.028
H -3.86260 -2.51412 4.91170 0.023 0.037 -0.557 0.377
H -4.95936 -1.96328 3.63276 -0.008 0.344 0.067 0.328
H -2.07130 -2.72413 3.00970 -1.689 -0.792 -0.293 -0.239
H -3.13738 -5.05585 2.17259 0.531 0.571 0.254 0.288
H -4.65348 -4.67046 2.78421 0.488 1.064 0.277 0.315
H -1.36068 -4.37960 4.56366 0.100 0.628 -0.276 0.249
H -1.61906 -5.88714 3.59345 0.405 0.324 0.207 0.297
H -1.86593 -5.83532 5.33573 -0.064 -0.254 0.337 0.278
H -2.77674 -2.32144 0.86950 -0.578 -0.152 0.698 -0.117
H -4.30672 -1.92598 1.36846 -1.038 0.899 0.186 0.145
C -1.49160 1.17505 5.80272 0.408 -1.515 -1.404 -0.979
C -2.22707 2.48278 5.85397 1.285 -0.007 -0.254 0.356
C -1.84963 3.38046 4.67649 -0.148 0.139 -0.399 0.007
O -0.44681 3.57193 4.70541 0.029 0.488 0.498 -0.431
C -0.00435 4.09107 3.46599 1.303 -1.458 -0.007 -0.434
N -3.63100 2.20761 5.99113 -0.868 1.569 -1.149 -0.616
H -2.07520 0.39456 6.35420 0.817 0.554 -0.202 0.342
H -0.45780 1.30910 6.16770 -0.571 -0.386 -0.039 0.322
H -1.41032 0.81652 4.73141 -0.104 0.200 1.116 -0.100
H -1.74396 2.95093 6.70016 -0.444 0.795 0.707 0.299
H -2.38237 4.34040 4.68564 0.045 0.188 0.423 0.516
H -2.09401 3.00349 3.68056 -0.339 -0.766 0.071 -0.348
H 1.07599 4.38547 3.51697 -0.975 -0.210 0.296 0.238
H -0.59380 4.94418 3.17796 -0.312 0.334 -0.445 0.355
H -0.05421 3.22171 2.76043 -0.141 1.016 -0.095 -0.001
H -3.80186 1.68992 6.81319 -0.163 -0.783 0.952 0.204
H -4.16084 3.07489 6.09572 0.128 -0.127 0.015 0.285
C 1.93708 3.47941 -7.47820 -1.023 -1.195 0.490 -1.497
C 1.98726 4.35049 -6.24327 3.611 0.263 0.141 0.533
C 1.85870 3.62591 -4.91962 -2.572 0.136 -0.370 -0.241
O 0.36595 3.58152 -4.68458 2.220 -0.055 0.420 -0.446
C 0.04033 2.93498 -3.47272 -0.458 0.080 0.509 -0.379
N 3.37296 4.94376 -6.19553 0.999 -0.852 -0.984 -0.622
H 2.37975 2.47242 -7.30554 0.308 0.830 -0.141 0.314
H 2.31010 3.94680 -8.39034 0.030 0.002 0.208 0.458
H 0.89235 3.22938 -7.60771 -0.433 -0.026 -0.450 0.363
H 1.28160 5.12294 -6.24891 -1.267 1.089 -0.250 0.343
H 2.39621 4.19707 -4.16334 -0.365 -0.022 0.267 0.221
H 2.29288 2.62609 -4.99737 -0.221 -0.182 0.237 -0.084
H -1.02881 2.69731 -3.45405 0.175 -0.020 -0.317 0.326
H 0.21324 3.46733 -2.52151 0.227 0.681 -0.492 0.375
H 0.59638 2.03054 -3.34914 0.237 -0.896 -0.154 -0.056
H 3.57338 5.91843 -6.06178 -0.923 0.415 0.419 0.191
H 3.92279 4.71935 -7.03209 -0.522 -0.164 0.478 0.193
C 3.57169 0.70877 -2.13564 -1.089 -0.173 0.175 -1.295
C 3.32238 -0.56066 -2.92627 1.165 0.714 -0.243 0.530
C 4.47672 -1.48519 -2.69620 1.274 -0.626 1.520 -0.450
O 4.28424 -2.71523 -3.34403 0.226 -0.965 0.411 -0.338
C 5.09979 -3.76691 -2.77436 1.378 1.500 -1.799 -0.681
N 2.07556 -1.18895 -2.56517 0.011 -0.919 -1.576 -0.064
H 2.58426 1.20772 -2.08907 0.667 0.334 -0.024 0.075
H 4.33129 1.29256 -2.62851 0.096 0.525 -0.075 0.693
H 3.89323 0.50726 -1.10660 -0.029 -0.123 -0.222 0.267
H 3.38572 -0.31605 -4.00250 -0.665 -0.047 0.210 0.030
H 4.62140 -1.66990 -1.60522 -0.568 0.037 -0.268 -0.286
H 5.45437 -1.05642 -2.93482 -0.016 0.324 -0.654 0.528
H 5.15445 -3.68936 -1.69822 -0.123 -0.079 0.354 0.278
H 6.15949 -3.69190 -3.21580 -1.290 -0.025 0.772 0.259
H 4.69970 -4.69212 -3.11984 -0.421 -0.689 -0.009 0.260
H 1.84632 -1.08082 -1.59885 0.056 -0.010 0.912 -0.502
H 2.26173 -2.16529 -2.81394 -0.716 0.029 0.492 0.339
C 4.61430 -1.41787 1.40090 -0.630 1.035 -0.589 -0.956
C 3.93278 -0.43248 2.35339 1.096 -0.156 0.080 0.034
C 3.67803 0.88397 1.63699 0.110 -0.480 -0.548 0.260
O 4.85294 1.51236 1.13226 0.100 -0.932 -0.162 -0.468
C 4.50088 2.74870 0.54029 -1.267 -1.299 -0.035 -0.498
N 2.67746 -0.98373 2.88926 0.054 0.542 -0.478 -0.449
H 5.51275 -0.88562 1.00548 -0.584 -0.860 -0.095 0.345
H 3.85086 -1.69074 0.61027 1.076 0.175 0.544 -0.261
H 4.86145 -2.27465 2.00622 0.345 -0.543 -0.191 0.509
H 4.70764 -0.27145 3.14437 -0.982 0.062 -0.061 0.446
H 3.17932 1.60903 2.23965 -0.638 0.385 0.891 0.684
H 2.99480 0.59932 0.82796 -0.057 0.346 -0.313 -0.525
H 5.33014 3.13609 0.00610 0.901 0.354 -0.358 0.283
H 4.22033 3.38897 1.36620 -0.409 0.711 -0.155 0.325
H 3.66917 2.55498 -0.19464 0.503 0.633 0.728 0.059
H 2.89337 -1.52293 3.69209 0.138 -0.435 0.947 0.338
H 2.23004 -1.63888 2.24120 0.205 0.586 -0.084 -0.001
C 0.66087 -4.12851 -0.61875 -2.163 1.350 -1.124 -1.474
C -0.66084 -3.61328 -1.27784 -1.374 -0.347 -0.882 0.761
C -1.90590 -4.60944 -1.15812 2.484 -0.173 1.352 -1.357
O -1.07586 -2.30486 -0.85014 0.131 0.456 0.505 0.200
H 0.86884 -4.99510 -1.17849 0.717 -1.208 -0.640 0.555
H 0.54495 -4.41442 0.40297 -0.161 0.104 0.806 0.363
H 1.40841 -3.37589 -0.77329 0.639 0.239 0.170 0.094
H -0.56414 -3.48198 -2.37245 0.789 -0.387 0.439 0.083
H -1.66181 -5.32976 -0.33365 -0.322 0.266 -0.781 0.331
H -2.02570 -5.14471 -2.09891 -0.317 0.015 0.156 0.326
H -2.76595 -4.07445 -0.80775 -0.580 0.306 -0.281 0.338
H -1.10741 -1.67246 -1.59801 0.122 -0.404 0.159 -0.442
C -5.47354 0.68489 1.90306 -1.803 1.715 -0.034 -1.705
C -4.46976 1.67525 2.39155 0.846 -0.060 0.896 2.342
C -3.96541 2.54991 1.30183 0.871 2.264 -0.505 -1.140
O -5.05942 2.49186 3.42583 0.016 -0.152 -0.842 -0.642
H -6.33594 1.37732 1.74389 0.098 -0.782 -0.237 0.495
H -5.78054 0.07138 2.74428 0.113 -0.702 -0.393 0.273
H -5.24119 0.24625 0.92964 0.110 -0.445 0.457 0.252
H -3.60806 1.11839 2.77538 0.046 0.143 0.405 -0.958
H -3.19370 3.30077 1.68182 -1.083 -0.827 -0.317 0.212
H -4.76450 3.12763 0.78560 0.309 -0.306 0.524 0.371
H -3.44920 2.00868 0.52416 0.137 -0.522 -0.244 0.162
H -4.71940 2.24263 4.29042 0.352 -0.387 0.212 0.430
C -0.34554 -0.79649 -5.47237 -1.834 0.184 0.683 -1.500
C -1.26150 -0.40235 -4.23798 0.944 -2.945 0.236 0.505
C -2.27441 -1.62120 -4.02937 1.136 1.072 0.541 -1.193
O -0.46270 -0.15758 -3.05483 0.261 -1.538 -0.644 -0.076
H -0.96433 -0.83074 -6.37078 -0.041 0.479 -0.094 0.476
H 0.04440 -1.81776 -5.45927 0.232 0.160 0.732 0.329
H 0.41898 -0.06071 -5.56691 0.755 0.414 -0.287 0.320
H -1.78818 0.51166 -4.36439 -0.546 0.701 -0.627 0.418
H -2.94529 -1.46980 -3.17335 -0.031 0.218 -0.336 0.254
H -1.70076 -2.53383 -3.78157 -0.153 0.355 -0.435 0.113
H -2.83115 -1.75902 -4.95287 -0.175 -0.172 0.065 0.534
H 0.38337 -0.71296 -3.12336 -0.720 0.971 0.278 0.165
C -0.24186 1.65406 0.08053 0.214 -1.313 -0.090 -1.145
C 0.18457 0.53155 1.06817 0.389 1.269 -0.073 0.907
C -0.98959 0.11673 1.91462 -0.895 -0.913 -1.231 0.084
O 0.71978 -0.64775 0.45512 0.215 0.606 -0.125 0.716
H -0.95635 1.31281 -0.68858 0.298 -0.079 0.252 0.176
H 0.64877 2.03583 -0.41532 -0.071 0.265 -0.094 0.026
H -0.73708 2.40577 0.67512 -0.012 0.559 0.068 0.434
H 1.01146 0.99152 1.65529 -0.529 -0.690 -0.107 -0.077
H -1.78945 -0.07397 1.15481 0.405 -0.697 0.535 0.039
H -1.53330 0.80384 2.53249 0.568 0.872 0.634 -0.909
H -0.70311 -0.78164 2.46630 -0.395 0.043 0.050 0.245
H -0.00442 -1.15550 0.04250 0.020 -0.026 0.130 -0.423
```
Forces are in eV/Å.

Output
- Frontier orbital gap: 0.336 hartree
- Energy above the lowest of the compared OMol25 structures with the same formula, charge and spin: 35.0 kcal/mol
- SMILES: COC[C@H](C)N.COC[C@H](C)N.COC[C@H](C)N.COC[C@H](C)N.COC[C@H](C)N.CC(C)O.CC(C)O.CC(C)O.CC(C)O
- LUMO: 0.0227 Ha
- E_HOMO: -8.52 eV